C17H30IrN4OP2 as an isolated structure. Source: the OMol25 dataset; level of theory: ωB97M-V with the def2-TZVPD basis set.

Last column: Mulliken charge in e.
Geometry (Å):
1 Ir 0.17 -0.03 -0.15  0.32
2 P 2.29 -0.31 -1.09  0.82
3 P -2.08 0.48 1.08  1.25
4 N -0.64 0.14 -1.74  0.03
5 H 0.27 -1.63 -0.14  -0.19
6 C 2.95 -2.03 -1.21  -1.29
7 H 3.93 -2.00 -1.71  0.43
8 H 2.26 -2.64 -1.80  0.35
9 H 3.06 -2.48 -0.22  0.31
10 C 3.68 0.60 -0.32  -1.21
11 H 4.62 0.34 -0.84  0.44
12 H 3.76 0.36 0.74  0.29
13 H 3.49 1.67 -0.42  0.34
14 C 2.36 0.26 -2.83  -1.28
15 H 3.38 0.13 -3.21  0.46
16 H 2.08 1.32 -2.86  0.33
17 H 1.65 -0.32 -3.43  0.35
18 C -3.32 -0.78 1.65  -1.36
19 H -4.29 -0.32 1.89  0.41
20 H -2.98 -1.38 2.50  0.34
21 H -3.50 -1.43 0.80  0.35
22 C -1.98 1.75 2.42  -1.34
23 H -2.99 1.91 2.82  0.40
24 H -1.65 2.69 1.97  0.37
25 H -1.31 1.50 3.25  0.32
26 C -3.19 1.36 -0.09  -1.38
27 H -4.13 1.59 0.43  0.48
28 H -3.39 0.70 -0.94  0.32
29 H -2.72 2.28 -0.42  0.33
30 C -1.16 0.28 -2.95  -0.34
31 C -2.10 -0.66 -5.02  -0.52
32 C -1.59 -0.85 -3.75  -0.27
33 C -1.29 1.59 -3.53  0.16
34 C -1.82 1.75 -4.81  -0.61
35 C -2.22 0.64 -5.55  -0.28
36 H -2.42 -1.52 -5.61  0.36
37 H -1.48 -1.84 -3.31  0.46
38 H -0.96 2.43 -2.92  0.45
39 H -1.91 2.75 -5.22  0.36
40 H -2.63 0.78 -6.55  0.36
41 C 1.90 -0.04 2.57  1.15
42 O 1.52 0.71 1.63  -0.73
43 C 2.23 -1.50 2.42  -1.27
44 H 2.24 -1.96 3.42  0.38
45 H 3.21 -1.57 1.92  0.40
46 H 1.46 -2.01 1.81  0.37
47 C 2.05 0.52 3.97  -1.51
48 H 1.61 -0.15 4.72  0.33
49 H 1.60 1.51 4.05  0.28
50 H 3.12 0.56 4.17  0.42
51 N -0.53 -0.96 2.11  -0.83
52 C -0.66 -1.02 3.30  0.58
53 N -1.10 -1.04 4.48  -0.58
54 C -0.57 -1.05 5.69  0.51
55 N -0.28 -1.07 6.83  -0.62

As for the spin multiplicity: 6. The LUMO energy (alpha / beta) comes out at 0.01452 / -0.08405 hartree. Its net charge is 0. The HOMO energy (alpha / beta) comes out at -5.445 / -8.154 eV.

C17H30MgN4O13P2 as an isolated structure. Source: the OMol25 dataset; level of theory: ωB97M-V with the def2-TZVPD basis set.

Last column: Mulliken charge in e.
Geometry (Å):
1 Mg 0.19 0.02 0.21  1.21
2 O -2.19 -2.57 -0.10  -0.68
3 C -1.95 -1.50 0.40  -0.07
4 O -0.89 -1.24 1.15  -0.96
5 C -2.90 -0.31 0.33  0.48
6 C -4.25 -0.52 0.31  -0.35
7 C -5.13 0.53 0.56  -0.56
8 C -4.66 1.76 0.96  -0.19
9 C -3.30 1.98 1.01  -0.57
10 C -2.36 1.02 0.51  1.21
11 O -1.15 1.32 0.22  -0.69
12 N -2.86 3.22 1.64  0.84
13 O -3.64 4.15 1.70  -0.61
14 O -1.74 3.28 2.15  -0.68
15 N -6.57 0.30 0.50  1.03
16 O -6.95 -0.82 0.20  -0.63
17 O -7.32 1.23 0.76  -0.64
18 H -4.63 -1.52 0.15  0.57
19 H -5.35 2.53 1.26  0.60
20 N 0.35 1.98 3.65  -0.10
21 C 0.58 0.50 3.93  -0.95
22 P 1.94 0.00 2.74  1.32
23 O 3.21 0.51 3.31  -0.90
24 O 1.35 0.65 1.50  -0.33
25 C 1.83 -1.85 2.91  -1.16
26 N 1.46 -2.61 1.68  0.20
27 H 1.25 2.44 3.54  0.34
28 H -0.19 2.45 4.36  0.41
29 H -0.15 2.10 2.76  0.18
30 H -0.36 -0.02 3.75  0.36
31 H 0.90 0.40 4.96  0.43
32 H 1.12 -2.05 3.70  0.59
33 H 2.83 -2.15 3.23  0.46
34 H 1.53 -3.61 1.79  0.47
35 H 2.13 -2.27 0.96  -0.01
36 H 0.49 -2.34 1.36  0.34
37 C 3.02 3.07 -1.81  -1.74
38 C 3.66 1.82 -1.23  1.61
39 C 4.13 2.06 0.20  -1.33
40 C 4.81 1.35 -2.11  -1.56
41 O 2.57 0.85 -1.19  -0.56
42 P 2.58 -0.71 -0.93  0.86
43 O 1.10 -1.09 -0.99  -0.86
44 O 3.24 -1.18 0.34  -0.82
45 O 3.37 -1.29 -2.18  -0.01
46 C 3.92 -2.64 -2.35  1.69
47 C 2.87 -3.73 -2.10  -1.28
48 C 4.35 -2.65 -3.81  -1.84
49 C 5.15 -2.83 -1.47  -1.49
50 H 3.73 3.90 -1.79  0.42
51 H 2.14 3.34 -1.22  0.33
52 H 2.71 2.90 -2.84  0.40
53 H 4.97 2.76 0.20  0.52
54 H 4.45 1.12 0.67  0.30
55 H 3.32 2.47 0.80  0.12
56 H 5.50 2.18 -2.26  0.54
57 H 4.43 1.02 -3.08  0.32
58 H 5.34 0.52 -1.65  0.23
59 H 2.36 -4.01 -3.02  0.36
60 H 2.09 -3.38 -1.41  0.20
61 H 3.34 -4.62 -1.68  0.34
62 H 3.50 -2.40 -4.45  0.44
63 H 4.71 -3.64 -4.08  0.42
64 H 5.14 -1.92 -3.98  0.39
65 H 4.88 -2.89 -0.41  0.25
66 H 5.84 -1.99 -1.59  0.28
67 H 5.66 -3.75 -1.76  0.49

The LUMO energy comes out at -0.01887 hartree. Its net charge is 0. The HOMO energy comes out at -8.697 eV.

> What is the net charge in the first record?

0

> Look up the net charge of the first one.

0